Record 1
C43H46KN9O2 | the ωB97M-V functional and the def2-TZVPD basis

Calculated values
HOMO energy: -0.614 eV
Orbital gap: 3.81 eV
2S+1: 1
Net charge: -2

XYZ file:
```
101
Properties=species:S:1:pos:R:3:lowdin_charge:R:1
K -0.136 0.029 -0.760 0.71
C -0.119 -4.445 0.413 -0.18
C -1.082 -3.865 -0.634 -0.23
N -0.476 -2.815 -1.421 -0.06
C -0.367 -3.049 -2.844 -0.21
C 1.023 -3.566 -3.223 -0.22
N 1.948 -2.477 -3.496 -0.05
C 3.321 -2.713 -3.120 -0.25
C 3.604 -2.675 -1.607 -0.17
C 3.426 -1.276 -1.002 -0.24
N 2.404 -1.281 0.020 -0.09
C 2.752 -1.970 1.237 -0.22
C 1.565 -1.924 2.207 -0.22
N 0.341 -2.302 1.559 -0.05
C -0.129 -3.649 1.725 -0.24
H -0.400 -5.481 0.640 0.09
H 0.888 -4.435 -0.001 0.09
H -1.406 -4.687 -1.291 0.10
H -1.969 -3.491 -0.110 0.11
H -0.957 -1.944 -1.255 0.00
H -1.127 -3.768 -3.191 0.11
H -0.531 -2.107 -3.364 0.10
H 1.375 -4.224 -2.414 0.10
H 0.950 -4.180 -4.135 0.10
H 1.613 -1.625 -3.057 0.09
H 3.621 -3.695 -3.513 0.10
H 3.937 -1.952 -3.611 0.10
H 2.897 -3.349 -1.123 0.08
H 4.613 -3.056 -1.419 0.10
H 4.398 -0.912 -0.613 0.11
H 3.103 -0.566 -1.774 0.06
H 2.142 -0.326 0.242 0.07
H 2.984 -3.012 0.998 0.10
H 3.647 -1.537 1.736 0.11
H 1.798 -2.575 3.070 0.11
H 1.463 -0.904 2.580 0.08
H -0.382 -1.608 1.670 0.07
H 0.506 -4.185 2.451 0.10
H -1.155 -3.653 2.118 0.11
O -2.360 0.051 -4.220 -0.02
C -1.630 0.494 -3.323 -0.68
O -0.535 0.049 -2.942 -0.20
C -2.154 1.750 -2.599 -0.18
C -3.008 2.625 -3.269 -0.01
C -3.504 3.723 -2.596 -0.09
C -3.169 3.890 -1.259 -0.08
C -2.318 2.960 -0.683 -0.14
N -1.807 1.933 -1.334 0.07
H -3.246 2.423 -4.303 0.11
H -4.152 4.436 -3.095 0.09
H -3.556 4.722 -0.684 0.09
H -2.040 3.026 0.362 0.10
C 3.116 3.645 1.566 -0.11
C 4.436 3.318 1.287 -0.10
C 4.762 2.853 0.028 -0.04
C 3.746 2.696 -0.922 -0.26
N 2.477 2.984 -0.631 0.14
C 2.177 3.451 0.562 -0.17
C 4.001 2.212 -2.277 -0.26
C 5.143 2.629 -2.968 -0.10
C 5.369 2.189 -4.257 -0.16
C 4.451 1.342 -4.864 -0.14
C 3.322 0.933 -4.169 -0.18
C 3.078 1.339 -2.864 -0.06
H 2.822 4.031 2.532 0.09
H 5.205 3.425 2.045 0.09
H 5.781 2.585 -0.215 0.10
H 1.131 3.688 0.716 0.10
H 5.831 3.337 -2.513 0.08
H 6.262 2.503 -4.792 0.07
H 4.624 1.006 -5.882 0.07
H 2.607 0.274 -4.645 0.07
N -7.546 1.951 7.190 0.13
C -6.741 1.724 6.389 -0.22
C -5.768 1.451 5.428 -0.25
C -5.762 0.219 4.745 -0.02
C -4.800 -0.042 3.803 -0.01
C -3.794 0.892 3.508 -0.16
C -3.807 2.117 4.191 -0.01
C -4.774 2.401 5.121 -0.02
C -2.770 0.565 2.522 -0.05
C -1.428 0.803 2.876 -0.29
C -0.949 1.054 4.194 -0.06
C 0.402 1.288 4.073 -0.10
C 0.681 1.178 2.696 -0.22
N -0.391 0.872 1.983 0.06
C -3.218 0.073 1.288 -0.29
C -4.540 0.248 0.768 -0.06
C -4.535 -0.303 -0.486 -0.07
C -3.233 -0.819 -0.667 -0.19
N -2.450 -0.597 0.370 0.03
H -6.522 -0.517 4.979 0.11
H -4.789 -0.988 3.279 0.13
H -3.053 2.852 3.951 0.12
H -4.791 3.355 5.633 0.11
H -1.527 1.026 5.104 0.09
H 1.108 1.508 4.858 0.08
H 1.632 1.345 2.215 0.09
H -5.348 0.769 1.252 0.10
H -5.338 -0.345 -1.203 0.09
H -2.893 -1.347 -1.539 0.11
```

=====

Record 2
C7H25NO6 | the ωB97M-V functional and the def2-TZVPD basis

Calculated values
HOMO energy: -8.974 eV
Orbital gap: 8.72 eV
Relative energy (zero: lowest compared OMol25 entry of this formula, charge and spin): 247.6 kJ/mol
2S+1: 1

XYZ file:
```
39
Properties=species:S:1:pos:R:3:lowdin_charge:R:1
C 2.061 -1.807 -0.538 -0.04
C 0.765 -1.138 -0.077 -0.44
C -0.390 -1.335 -1.045 -0.15
C -0.290 -0.582 -2.355 -0.30
C -1.183 -0.726 -3.349 0.07
C 1.598 0.497 -3.564 0.03
C 0.772 0.455 -2.532 -0.15
N 0.503 -1.181 1.359 0.05
H 1.943 -2.298 -1.510 0.08
H 2.347 -2.580 0.174 0.07
H 2.955 -1.198 -0.695 0.08
H 0.894 -0.057 -0.186 0.08
H -0.642 -2.376 -1.312 0.13
H -1.312 -1.096 -0.541 0.07
H -1.858 -1.536 -3.091 0.07
H -1.033 -0.020 -4.149 0.07
H 1.529 -0.077 -4.482 0.07
H 2.391 1.239 -3.601 0.06
H 0.938 1.100 -1.675 0.09
H 1.262 -1.436 1.981 0.07
H -0.153 -1.941 1.549 0.05
H 1.374 0.934 3.436 0.01
H 2.906 0.877 3.329 0.03
O 2.164 0.573 3.857 -0.07
H -1.548 -2.721 2.923 0.01
H -2.948 -2.146 2.757 0.02
O -2.468 -2.972 2.824 -0.04
H -0.291 2.812 1.075 0.04
H -0.440 1.363 1.060 -0.02
O 0.235 2.026 1.263 -0.06
H -3.618 0.889 3.134 0.07
H -2.179 0.997 3.072 0.07
O -2.952 1.296 2.566 -0.04
H 0.605 4.607 -0.911 0.04
H 1.099 3.258 -0.872 0.00
O 1.458 4.153 -0.975 -0.06
H -2.269 0.008 0.173 0.03
H -2.268 1.233 0.901 0.01
O -1.955 0.906 0.028 -0.07
```

=====

Record 3
C5H6N | the ωB97M-V functional and the def2-TZVPD basis

Calculated values
HOMO energy (spin up / spin down): -12.751 / -15.107 eV
Orbital gap (spin up / spin down): 9.20 / 8.62 eV
Relative energy (zero: lowest compared OMol25 entry of this formula, charge and spin): 398.2 kJ/mol
2S+1: 3
Net charge: +1

XYZ file:
```
12
Properties=species:S:1:pos:R:3:mulliken_spin:R:1
C -2.123 0.130 0.462 0.71
C -0.999 -0.361 0.233 0.14
C -0.031 -0.772 -0.830 0.15
C 1.238 -0.380 -0.057 0.00
C 0.364 -0.239 1.080 1.01
N 0.912 1.010 0.446 -0.01
H -3.169 0.364 0.604 -0.03
H 0.086 -1.964 -0.753 -0.01
H -0.405 -0.294 -1.772 0.03
H 2.248 -0.722 -0.277 0.01
H 1.607 1.713 1.025 0.00
H 0.272 1.514 -0.160 0.01
```

=====

Record 4
C42H38N5PSn | the ωB97M-V functional and the def2-TZVPD basis

Calculated values
HOMO energy: -11.589 eV
Orbital gap: 4.06 eV
Relative energy (zero: lowest compared OMol25 entry of this formula, charge and spin): 244.5 kJ/mol
2S+1: 1
Net charge: +2

XYZ file:
```
87
Properties=species:S:1:pos:R:3:lowdin_charge:R:1
Sn -0.292 0.240 -1.199 1.33
C 3.735 2.440 -1.650 -0.03
C 2.403 2.041 -1.760 -0.14
N 1.999 0.827 -1.450 -0.04
C 2.884 -0.111 -1.064 -0.18
C 4.262 0.204 -0.930 -0.15
C 4.659 1.526 -1.208 0.03
C 5.177 -0.811 -0.585 -0.03
C 4.739 -2.110 -0.517 -0.05
C 3.397 -2.436 -0.693 0.00
C 2.416 -1.461 -0.876 -0.23
N 1.077 -1.645 -1.001 -0.06
C 0.433 -2.849 -1.069 -0.23
C 0.795 -4.041 -0.455 -0.02
C 0.124 -5.237 -0.711 -0.05
C -0.945 -5.285 -1.566 -0.02
C -1.442 -4.086 -2.116 -0.14
C -2.591 -4.038 -2.931 0.03
C -3.053 -2.828 -3.384 -0.03
C -2.371 -1.670 -3.009 -0.14
N -1.278 -1.692 -2.277 -0.03
C -0.782 -2.862 -1.835 -0.16
H 4.022 3.441 -1.926 0.12
H 1.638 2.716 -2.123 0.11
H 5.700 1.793 -1.104 0.13
H 6.214 -0.559 -0.433 0.12
H 5.448 -2.905 -0.342 0.12
H 3.132 -3.477 -0.707 0.09
H 1.589 -4.053 0.269 0.09
H 0.471 -6.141 -0.236 0.12
H -1.428 -6.217 -1.808 0.12
H -3.091 -4.960 -3.188 0.13
H -3.926 -2.760 -4.014 0.11
H -2.715 -0.691 -3.313 0.10
C 2.012 2.339 1.728 -0.06
C 1.655 2.016 3.146 -0.28
C 2.436 2.464 4.203 -0.02
C 2.114 2.142 5.510 -0.05
C 0.996 1.370 5.783 -0.05
C 0.201 0.916 4.745 -0.07
C 0.526 1.239 3.429 -0.35
P -0.530 0.673 2.047 1.08
C -1.335 -0.838 2.679 -0.33
C -2.686 -0.885 3.015 -0.09
C -3.245 -2.065 3.473 -0.06
C -2.465 -3.205 3.570 -0.05
C -1.123 -3.157 3.235 -0.02
C -0.531 -1.978 2.798 -0.27
C 0.940 -1.904 2.538 -0.05
C -1.771 1.968 1.927 -0.29
C -1.598 3.155 2.635 -0.04
C -2.368 4.273 2.375 0.01
C -3.309 4.262 1.334 -0.03
C -3.507 3.121 0.614 0.00
C -2.783 1.918 0.897 -0.32
C -3.087 0.784 0.186 0.09
H 2.803 3.083 1.686 0.09
H 1.145 2.724 1.185 0.07
H 2.361 1.436 1.222 0.07
H 3.302 3.076 4.001 0.12
H 2.733 2.499 6.318 0.12
H 0.740 1.127 6.802 0.11
H -0.676 0.320 4.955 0.11
H -3.303 0.002 2.945 0.11
H -4.285 -2.093 3.762 0.11
H -2.895 -4.128 3.927 0.12
H -0.520 -4.048 3.323 0.12
H 1.356 -2.889 2.347 0.08
H 1.447 -1.490 3.412 0.10
H 1.158 -1.248 1.692 0.04
H -0.860 3.203 3.423 0.11
H -2.246 5.161 2.976 0.13
H -3.876 5.153 1.119 0.12
H -4.245 3.090 -0.173 0.13
H -3.863 0.820 -0.560 0.09
H -2.715 -0.193 0.461 0.04
C -0.011 1.848 -6.733 -0.01
N -0.920 2.201 -5.659 -0.19
C -2.004 3.110 -5.975 -0.01
C -0.763 1.719 -4.484 -0.25
N -0.616 1.286 -3.416 0.09
H 0.476 2.745 -7.119 0.10
H -0.564 1.371 -7.545 0.10
H 0.749 1.163 -6.367 0.10
H -1.603 4.046 -6.367 0.10
H -2.588 3.325 -5.084 0.10
H -2.654 2.667 -6.733 0.10
```

=====

Record 5
C3H9N2S | the ωB97M-V functional and the def2-TZVPD basis

Calculated values
HOMO energy: -13.590 eV
Orbital gap: 7.78 eV
Relative energy (zero: lowest compared OMol25 entry of this formula, charge and spin): 287.3 kJ/mol
2S+1: 1
Net charge: +1

XYZ file:
```
15
Properties=species:S:1:pos:R:3:lowdin_charge:R:1
C 0.727 -0.118 0.028 -0.26
C -3.215 -0.061 -0.099 -0.07
C 2.053 0.559 -0.106 -0.31
N -1.743 -0.266 0.241 -0.42
N 3.064 -0.494 -0.082 0.02
S -0.635 0.808 -0.186 1.18
H 0.597 -1.110 0.503 0.12
H -3.782 -0.394 0.768 0.10
H -3.396 1.023 -0.109 0.08
H -3.494 -0.509 -1.000 0.07
H 2.154 1.327 0.662 0.13
H 2.260 1.210 -0.972 0.13
H -1.736 -0.870 1.020 0.09
H 3.964 -0.178 0.250 0.09
H 3.182 -0.926 -0.918 0.04
```

=====

Record 6
C3H12N | the ωB97M-V functional and the def2-TZVPD basis

Calculated values
HOMO energy: -17.248 eV
Orbital gap: 13.85 eV
Relative energy (zero: lowest compared OMol25 entry of this formula, charge and spin): 17.0 kJ/mol
2S+1: 1
Net charge: +1

XYZ file:
```
16
Properties=species:S:1:pos:R:3:lowdin_charge:R:1
C -0.290 -1.565 -1.010 0.02
N -0.460 -0.209 -0.398 -0.04
C -1.391 -0.152 0.768 0.01
H 0.554 -1.536 -1.688 0.11
H -0.107 -2.276 -0.210 0.11
H -1.201 -1.833 -1.536 0.11
H -0.808 0.423 -1.120 0.18
H 0.452 0.130 -0.097 0.09
H -2.319 -0.652 0.507 0.11
H -1.561 0.882 1.048 0.11
H -0.923 -0.679 1.594 0.11
C 1.921 1.716 0.584 -0.04
H 1.886 1.649 -0.508 0.03
H 2.857 2.223 0.819 0.04
H 1.986 0.741 1.068 0.03
H 1.122 2.382 0.906 0.04
```

=====

Q: Among the records above, which one has the highest 2S+1?
A: C5H6N

=====

Q: Which value of 2S+1 does entry 2 give?
A: 1

=====

Q: 2S+1 of number 1 (C43H46KN9O2)?
A: 1